Density functional theory data (the ωB97M-V functional and the def2-TZVPD basis) for C21H27FN4O9SiTa as an isolated structure.

Values from the calculation:
* HOMO: -11.6899 eV
* E: -58751.0072 eV
* frontier orbital gap: 7.772 eV
* F_max: 1.024 eV/A

ORCA input file:
```
! RIJCOSX wB97M-V def2-TZVPD def2/J DEFGRID3
* xyz 1 1
Ta -0.039 -0.211 -0.113
Si -2.123 -1.963 1.897
F 3.496 -6.275 -1.109
O -0.027 0.155 -2.057
O 0.327 1.336 -3.923
O 3.009 -6.125 -3.842
O 3.214 -1.577 -3.659
O 1.250 -1.767 -0.942
O 0.455 0.981 1.642
O -1.858 0.392 0.056
O 2.052 0.054 -0.104
O -3.721 1.566 -0.323
N 3.659 -2.747 -1.762
N 3.195 -3.857 -3.750
N -0.459 -1.592 1.242
N -0.206 2.275 -0.615
C 0.165 3.091 0.560
C 3.206 -5.137 -3.187
C 0.313 1.265 -2.737
C -2.540 1.475 -0.389
C 0.493 -3.851 1.115
C 2.511 -4.399 2.306
C 3.672 -3.961 -1.094
C 2.588 -3.095 2.768
C -2.673 -0.481 2.911
C 3.657 -1.510 -1.034
C -1.610 2.511 -1.002
C 3.332 -2.650 -3.111
C 3.468 -5.105 -1.744
C 0.668 2.417 -1.787
C -1.962 -3.391 3.093
C 1.460 -4.772 1.474
C -3.268 -2.358 0.469
C 0.558 -2.542 1.593
C 1.615 -2.165 2.415
C 2.262 -1.077 -0.690
C 1.069 2.289 1.470
H -2.630 0.478 2.392
H 2.039 2.085 1.025
H 1.210 2.736 2.451
H 1.714 2.314 -1.488
H -2.044 -4.362 2.605
H -0.319 -4.138 0.459
H -2.777 -3.317 3.818
H -2.804 -2.205 -0.506
H 0.632 4.034 0.268
H -1.950 3.510 -0.727
H 4.099 -0.723 -1.646
H -3.715 -0.618 3.211
H 4.235 -1.591 -0.112
H -1.729 2.429 -2.084
H -2.087 -0.424 3.833
H 3.859 -3.928 -0.030
H -1.026 -3.374 3.652
H -3.583 -3.402 0.518
H 3.259 -5.125 2.594
H -0.751 3.339 1.099
H 0.539 3.372 -2.299
H 1.400 -5.786 1.099
H 3.394 -2.798 3.427
H -0.284 0.996 2.273
H -4.165 -1.738 0.496
H 2.987 -3.805 -4.738
H 1.663 -1.154 2.800
*
```

Density functional theory data (the ωB97M-V functional and the def2-TZVPD basis) for C21H27N3O2 as an isolated structure.

Values from the calculation:
* HOMO: -7.8677 eV
* energy above the lowest of the compared OMol25 structures with the same formula, charge and spin: 492.3 kcal/mol
* E: -30761.2138 eV
* frontier orbital gap: 8.137 eV
* F_max: 18.420 eV/A

ORCA input file:
```
! RIJCOSX wB97M-V def2-TZVPD def2/J DEFGRID3
* xyz 0 1
O 2.587 3.756 -2.752
O -2.155 -6.229 2.322
N 1.706 1.341 2.581
N 0.742 1.942 -1.964
N 2.069 2.732 2.244
C -0.701 1.881 -1.384
C 1.702 5.001 -2.673
C 1.420 -1.711 0.687
C 2.312 2.664 0.812
C 0.100 -1.035 2.318
C -0.746 -2.312 2.373
C 0.790 -0.518 1.497
C -1.251 0.784 -1.867
C 1.002 -3.012 0.593
C -0.839 -4.560 1.568
C 0.835 2.133 -3.227
C 1.353 0.732 1.324
C -3.575 -6.320 3.281
C -1.923 -2.613 3.008
C 2.189 2.740 -3.512
C 1.674 1.422 0.184
C 1.617 1.311 -1.198
C -1.898 -4.725 2.357
C -0.100 -3.282 1.585
C -2.262 -3.822 3.332
C -1.641 3.236 -1.447
H -1.575 3.412 -2.416
H 2.081 3.387 -4.670
H 2.375 5.568 -2.063
H -1.612 0.810 -3.215
H -4.255 -5.852 2.954
H -3.116 -6.154 4.322
H -3.296 -3.762 3.920
H 1.519 1.216 3.535
H 2.555 3.749 0.439
H 2.241 -1.512 -0.110
H 3.104 2.073 -3.614
H -2.119 0.509 -1.489
H 1.391 -0.015 -1.347
H -2.456 2.892 -0.880
H 2.798 1.482 -1.660
H 0.642 1.100 -3.780
H 1.593 5.353 -3.686
H -0.692 -0.155 2.739
H -0.431 1.499 -0.308
H -0.736 -0.197 -1.912
H -2.257 -1.694 3.705
H -0.838 3.873 -0.882
H -0.097 2.742 -3.609
H 0.917 4.713 -2.166
H -3.758 -7.521 3.011
H 1.304 -3.740 -0.005
H -0.286 -5.314 1.146
*
```

Density functional theory data (the ωB97M-V functional and the def2-TZVPD basis) for C21H27N3O4S2 as an isolated structure.

Values from the calculation:
* HOMO: -8.4185 eV
* energy above the lowest of the compared OMol25 structures with the same formula, charge and spin: 578.3 kcal/mol
* E: -56523.1260 eV
* frontier orbital gap: 8.349 eV
* F_max: 17.763 eV/A

ORCA input file:
```
! RIJCOSX wB97M-V def2-TZVPD def2/J DEFGRID3
* xyz 0 1
S -3.510 3.190 0.774
S 4.543 1.883 0.889
O 0.037 -0.116 0.159
O -1.951 0.012 -2.355
O 0.690 2.782 -0.024
O 0.146 -1.892 2.560
N 0.358 1.718 -1.656
N 1.460 -1.650 -0.135
N -2.214 1.442 -0.661
C 0.839 -2.880 0.450
C -5.432 -1.378 1.080
C 2.552 -2.096 -1.196
C -3.545 -0.430 -0.488
C -2.023 3.581 0.039
C 1.275 -2.549 1.915
C 2.966 1.065 0.595
C -2.946 1.521 0.898
C -5.142 -1.989 0.099
C 2.704 1.111 -0.793
C -2.565 0.361 -1.192
C 1.526 0.522 -1.439
C 0.974 -0.242 -0.371
C 1.433 -3.926 0.127
C 2.811 -3.359 -0.496
C -4.062 -1.438 -0.969
C -4.837 -0.110 1.670
C -1.503 2.765 -0.867
C -3.788 0.403 0.687
C 3.998 3.767 0.867
C -0.112 2.507 -0.851
H -1.387 3.893 0.951
H 3.621 -3.302 0.205
H -0.302 -2.701 0.194
H 3.234 0.222 1.077
H -2.181 1.562 1.321
H 3.592 -1.378 -1.284
H -4.899 0.269 2.510
H -1.769 2.773 -1.978
H 1.559 -4.815 0.677
H 1.941 -1.884 2.114
H 2.690 2.313 -1.346
H 3.024 3.786 0.913
H -2.199 4.866 -0.498
H 0.005 -1.162 1.987
H 4.378 4.190 -0.243
H 2.157 1.512 1.023
H 3.625 0.814 -1.598
H 1.032 -4.349 -1.002
H -6.119 -1.663 1.792
H -5.677 -2.970 -0.381
H 1.779 -0.011 -2.265
H -3.913 -2.009 -1.812
H 3.483 -4.232 -1.146
H 1.205 -3.345 2.357
H -0.368 1.040 -2.228
H 4.494 4.356 1.497
H 2.314 -2.351 -2.154
*
```

Density functional theory data (the ωB97M-V functional and the def2-TZVPD basis) for the molecule C21H27N3O6.

Values from the calculation:
* HOMO: -9.3044 eV
* energy above the lowest of the compared OMol25 structures with the same formula, charge and spin: 78.1 kcal/mol
* E: -38969.5135 eV
* frontier orbital gap: 8.760 eV
* SMILES string: CCOC(=O)C1CCN(C(=O)C2CCN(C(=O)c3ccc([N+](=O)[O-])cc3)CC2)CC1
* F_max: 1.340 eV/A

ORCA input file:
```
! RIJCOSX wB97M-V def2-TZVPD def2/J DEFGRID3
* xyz 0 1
O 9.423 0.412 0.256
O 3.142 -2.186 1.616
O -0.117 1.405 -1.675
O -5.534 -1.466 -0.492
O -6.109 -0.039 1.135
O 9.096 -0.418 -1.698
N 8.724 -0.113 -0.585
N -1.818 1.792 -0.283
N 2.327 -0.595 0.235
C -4.109 1.255 -1.025
C 7.353 -0.390 -0.238
C 5.200 -1.227 -0.849
C -5.316 -0.438 0.323
C -6.828 -3.288 -1.344
C -3.954 0.182 0.060
C 2.473 0.606 -0.553
C 0.453 1.576 0.659
C -2.728 1.778 -1.421
C -6.807 -2.113 -0.386
C 0.953 -0.888 0.583
C 0.373 0.247 1.424
C 4.724 -0.905 0.420
C 1.900 1.810 0.202
C 3.325 -1.279 0.824
C -0.507 1.580 -0.532
C -2.482 2.015 0.980
C 6.895 -0.077 1.036
C -3.395 0.828 1.331
C 5.580 -0.343 1.363
C 6.515 -0.972 -1.182
H -4.599 0.837 -1.905
H -2.809 2.789 -1.838
H 4.536 -1.680 -1.570
H 1.920 0.484 -1.488
H 5.209 -0.123 2.352
H 0.952 0.332 2.347
H -1.763 2.179 1.779
H 3.525 0.781 -0.777
H 2.515 2.007 1.083
H -3.290 -0.600 -0.317
H 1.942 2.681 -0.452
H 0.379 -1.004 -0.341
H -6.951 -2.437 0.650
H -4.738 2.058 -0.638
H -7.591 -1.386 -0.626
H 0.944 -1.826 1.142
H -2.852 0.080 1.911
H 0.182 2.401 1.326
H -6.042 -3.994 -1.090
H -4.228 1.180 1.941
H 6.906 -1.212 -2.159
H -2.274 1.138 -2.182
H -7.789 -3.790 -1.284
H -6.670 -2.944 -2.363
H -0.656 0.009 1.688
H -3.083 2.925 0.881
H 7.575 0.364 1.748
*
```

Density functional theory data (the ωB97M-V functional and the def2-TZVPD basis) for the molecule C21H27N5O2.

Values from the calculation:
* HOMO: -8.6251 eV
* energy above the lowest of the compared OMol25 structures with the same formula, charge and spin: 47.5 kcal/mol
* E: -33761.3567 eV
* frontier orbital gap: 9.473 eV
* SMILES string: Cc1cc(CNC(=O)CCc2nnc(CCCCc3ccccc3)o2)nn1C
* F_max: 1.322 eV/A

ORCA input file:
```
! RIJCOSX wB97M-V def2-TZVPD def2/J DEFGRID3
* xyz 0 1
O -0.141 -1.270 -1.776
O -2.506 0.354 -0.638
N -2.648 0.005 1.512
N -0.014 -2.571 0.068
N -2.387 1.318 1.318
N -0.094 -1.350 2.610
N -0.360 -0.261 3.322
C 3.373 0.356 -1.363
C 0.258 1.896 -1.446
C -0.661 -2.030 -0.987
C 2.872 -0.602 -3.902
C 2.475 1.031 -2.177
C -1.999 2.761 -0.675
C 3.760 -1.273 -3.078
C -0.486 3.020 -0.733
C 4.013 -0.788 -1.808
C 0.768 -0.979 1.670
C -1.334 -0.298 4.371
C -2.115 -2.479 -1.126
C -2.708 -0.546 0.345
C 1.055 0.386 1.788
C 1.734 2.240 -1.679
C -2.961 -1.980 0.054
C 0.127 2.170 3.450
C 0.302 0.820 2.862
C 1.184 -1.950 0.610
C -2.299 1.502 0.042
C 2.238 0.540 -3.455
H 2.178 2.589 -0.744
H 0.818 2.869 2.987
H 2.672 -0.975 -4.896
H 1.714 0.966 1.177
H -1.593 -1.340 4.545
H -2.494 -2.061 -2.059
H 3.582 0.727 -0.368
H 0.310 2.156 4.525
H 4.253 -2.170 -3.425
H -2.748 -2.529 0.973
H 4.706 -1.304 -1.158
H -2.227 0.248 4.064
H -0.894 2.511 3.277
H 1.806 3.052 -2.408
H 0.202 0.980 -0.857
H -0.215 1.685 -2.406
H -0.930 0.140 5.286
H -0.321 3.965 -1.257
H 1.830 -2.734 1.016
H 1.698 -1.435 -0.204
H -0.108 3.125 0.286
H -4.022 -2.114 -0.178
H -2.398 2.682 -1.687
H 1.545 1.057 -4.103
H -2.491 3.582 -0.151
H -0.556 -3.062 0.764
H -2.167 -3.568 -1.179
*
```

Density functional theory data (the ωB97M-V functional and the def2-TZVPD basis) for a 2-piece molecular cluster, C21H27NO6PS overall.

Values from the calculation:
* HOMO: 3.4775 eV
* E: -56089.1118 eV
* frontier orbital gap: 0.988 eV
* F_max: 4.500 eV/A

ORCA input file:
```
! RIJCOSX wB97M-V def2-TZVPD def2/J DEFGRID3
* xyz -3 1
S -6.712 0.741 -1.099
P 8.343 -2.604 -2.057
O 9.273 -2.527 -0.835
O 7.019 -3.273 -1.652
O 8.062 -1.185 -2.578
O 9.018 -3.432 -3.163
O -8.046 3.665 0.298
O 6.835 -1.032 0.820
N -3.569 0.617 -0.442
C 5.444 -1.159 0.344
C -4.431 -3.368 0.998
C -6.774 -2.182 0.005
C 3.539 -0.138 -1.332
C 2.650 0.456 -0.090
C 0.266 -0.732 -0.845
C -6.606 3.445 0.500
C 1.062 0.645 -0.453
C 5.130 -0.044 -0.849
C 6.914 -0.301 2.095
C -1.299 -0.433 -1.355
C -5.906 -0.823 -0.351
C -2.073 0.572 -0.264
C -5.772 4.575 1.408
C -4.175 4.339 1.692
C -6.038 -3.476 0.690
C -3.454 3.000 1.063
C -3.560 -1.988 0.639
C -5.845 2.122 -0.100
C -4.214 1.847 0.151
C -4.265 -0.667 -0.062
H 0.282 -1.488 0.078
H -2.410 -2.003 0.877
H 3.179 -1.239 -1.521
H -8.257 4.524 0.801
H 3.071 1.552 0.126
H 2.740 -0.133 0.917
H 0.899 1.398 -1.362
H -7.930 -2.163 -0.219
H 0.858 -1.226 -1.751
H -1.545 1.630 -0.428
H -6.283 5.518 1.886
H -2.293 2.870 1.306
H -1.725 0.231 0.821
H -6.716 -4.415 0.954
H 5.821 -0.200 -1.792
H -3.922 -4.313 1.506
H 7.603 0.638 1.986
H 5.272 1.054 -0.422
H -3.505 5.074 2.351
H 5.332 -2.219 -0.192
H 7.399 -1.017 2.908
H 4.646 -1.153 1.203
H -1.209 0.078 -2.427
H -1.894 -1.441 -1.532
H 5.887 0.051 2.531
H 3.318 0.559 -2.276
H 0.565 1.171 0.496
*
```

- Among the records above, which one has the lowest frontier orbital gap?
  C21H27NO6PS